The following is a quantum chemistry calculation of a cluster of 8 separate species, C51H113N5O8S3 in total, from the OMol25 dataset.

highest occupied orbital energy = -7.6 eV
energy relative to the best compared isomer or geometry (same formula, charge and spin) = 0.0 kJ/mol
net charge = 0
2S+1 = 1
strongest force on any atom = 3.293 eV Å⁻¹

Positions of all 180 atoms, in Å:
1 C -34.5073 17.3616 12.0615
2 S -33.9101 19.0747 12.0015
3 O -34.7605 19.7629 13.0571
4 C -32.2896 18.8304 12.8323
5 H -33.9323 16.7135 11.3992
6 H -35.5524 17.4109 11.7618
7 H -34.4534 16.9662 13.0754
8 H -32.4309 18.5749 13.8810
9 H -31.8529 19.8292 12.8164
10 H -31.6746 18.0646 12.3639
11 C -31.2541 10.8052 17.2223
12 S -31.3575 9.1376 16.5019
13 O -32.8064 8.7653 16.4658
14 C -30.8020 9.5270 14.7864
15 H -30.2373 11.1759 17.3205
16 H -31.7493 10.8829 18.1888
17 H -31.8595 11.3870 16.5214
18 H -31.2101 10.4754 14.4291
19 H -31.0766 8.6663 14.1835
20 H -29.7279 9.7117 14.7006
21 C -29.3321 11.5932 11.2990
22 S -28.9342 13.3858 11.6111
23 O -29.2028 13.5339 13.0879
24 C -27.1247 13.3054 11.5045
25 H -28.7817 11.0132 12.0433
26 H -28.9616 11.3336 10.3089
27 H -30.3782 11.3833 11.4982
28 H -26.8380 14.1714 12.0953
29 H -26.7519 13.2736 10.4817
30 H -26.7653 12.3813 11.9596
31 C -26.6250 11.3032 23.3143
32 C -27.1837 11.8647 22.0086
33 C -28.6283 12.3098 22.4248
34 C -29.3108 13.2324 21.4265
35 C -28.4170 14.3977 21.1133
36 C -27.0389 13.9984 20.5891
37 N -26.4225 13.0261 21.5466
38 O -25.1588 12.5761 21.1269
39 C -27.0771 13.5164 19.1557
40 C -26.1552 15.2646 20.6127
41 C -27.4221 10.7523 20.9780
42 H -25.6184 10.9080 23.1685
43 H -27.2724 10.5807 23.8075
44 H -26.5681 12.1356 24.0216
45 H -29.2987 11.4593 22.5655
46 H -28.5818 12.8145 23.3944
47 H -30.3033 13.5047 21.7934
48 H -29.4995 12.7253 20.4697
49 H -28.4952 15.0624 21.9787
50 H -28.8934 14.9431 20.2928
51 H -27.7857 12.7127 18.9471
52 H -27.3294 14.3488 18.4971
53 H -26.1322 13.0968 18.8038
54 H -26.4450 16.0628 19.9315
55 H -26.0350 15.6928 21.6082
56 H -25.1741 14.8947 20.2955
57 H -27.8239 9.7904 21.3163
58 H -26.5046 10.3208 20.5526
59 H -28.0438 11.0637 20.1400
60 H -24.5184 13.2034 21.4822
61 C -33.5381 20.3966 16.2689
62 C -32.6884 21.5604 16.7950
63 C -31.8045 20.9229 17.8867
64 C -30.5254 21.6847 18.2764
65 C -29.7315 21.9948 17.0212
66 C -30.5738 22.6776 15.9362
67 N -31.8364 21.9852 15.6826
68 O -32.5999 22.5431 14.6326
69 C -30.7938 24.1425 16.3283
70 C -29.7490 22.6805 14.6408
71 C -33.5538 22.6938 17.3923
72 H -32.9714 19.8198 15.5342
73 H -34.4406 20.7056 15.7357
74 H -33.8776 19.6609 17.0014
75 H -32.3381 20.9286 18.8412
76 H -31.5640 19.9209 17.5331
77 H -29.9706 21.0533 18.9759
78 H -30.6955 22.6053 18.8405
79 H -29.2655 21.0854 16.6336
80 H -28.9636 22.7141 17.3189
81 H -31.6250 24.5029 15.7090
82 H -30.9667 24.4299 17.3657
83 H -30.0410 24.8715 16.0011
84 H -30.0606 23.4357 13.9172
85 H -28.7138 22.8809 14.9177
86 H -29.8471 21.7343 14.1046
87 H -32.8532 23.3335 17.9302
88 H -34.3215 22.3018 18.0597
89 H -34.0665 23.3165 16.6601
90 H -32.7987 21.7602 14.1024
91 C -29.9228 13.9683 16.7744
92 C -30.7021 15.3268 16.7676
93 C -30.8128 15.9477 18.1501
94 C -29.5508 16.7120 18.5382
95 C -29.2034 17.7916 17.4863
96 C -29.1752 17.2891 16.0278
97 N -30.1187 16.1818 15.7639
98 O -30.3758 15.8302 14.4356
99 C -29.7057 18.4366 15.1245
100 C -27.7532 16.8150 15.7026
101 C -32.1365 14.9101 16.4271
102 H -28.8488 14.1599 16.7807
103 H -30.1824 13.3861 15.8926
104 H -30.1186 13.4531 17.7191
105 H -31.6902 16.5954 18.2242
106 H -31.0152 15.1704 18.8922
107 H -28.6866 16.0523 18.6370
108 H -29.7018 17.2233 19.4909
109 H -28.2021 18.1593 17.7078
110 H -29.9453 18.5654 17.6958
111 H -30.7240 18.6705 15.4339
112 H -29.1596 19.3677 15.2940
113 H -29.6571 18.0607 14.1056
114 H -27.6376 15.8736 16.2351
115 H -27.6066 16.6859 14.6272
116 H -27.0165 17.5749 15.9703
117 H -32.9373 15.6319 16.2619
118 H -32.3446 14.0868 17.1177
119 H -32.2216 14.3599 15.4788
120 H -29.6901 15.1614 14.2579
121 C -35.2616 14.2095 14.7089
122 C -36.1141 12.9359 14.5306
123 C -36.9037 13.2235 13.1839
124 C -35.9729 13.1265 11.9868
125 C -35.1976 11.8288 11.9613
126 C -34.4191 11.5138 13.2595
127 N -35.3431 11.7234 14.3786
128 O -34.6772 11.4027 15.6035
129 C -34.1097 10.0124 13.1519
130 C -33.0882 12.2494 13.3020
131 C -37.1389 12.8842 15.6430
132 H -34.8238 14.1343 15.7120
133 H -35.9670 15.0340 14.8379
134 H -34.4999 14.4225 13.9688
135 H -37.6868 12.4686 13.0602
136 H -37.4143 14.1849 13.2017
137 H -35.3343 14.0126 11.8766
138 H -36.5042 13.2193 11.0312
139 H -34.6129 11.6154 11.0641
140 H -35.9411 11.0235 11.8868
141 H -35.0411 9.4489 13.1042
142 H -33.5100 9.7296 12.2824
143 H -33.4386 9.7126 13.9639
144 H -32.6594 12.2217 14.3098
145 H -32.3322 11.8575 12.6234
146 H -33.1420 13.3254 13.1156
147 H -36.6931 12.5976 16.6043
148 H -37.7656 11.9878 15.5376
149 H -37.7962 13.7308 15.8172
150 H -34.8653 10.4612 15.7110
151 C -37.2751 14.5858 21.1386
152 C -36.4229 13.3780 20.7366
153 C -35.3600 13.8224 19.7403
154 C -34.3021 12.7455 19.4363
155 C -33.5858 12.3383 20.7093
156 C -34.5547 11.9663 21.8678
157 N -35.6879 12.8626 21.9060
158 O -36.5430 12.6655 23.0123
159 C -35.0006 10.5169 21.7876
160 C -33.7301 12.2569 23.1438
161 C -37.3819 12.3862 20.1065
162 H -37.4306 15.2446 20.2813
163 H -36.8400 15.2648 21.8799
164 H -38.2337 14.2871 21.5617
165 H -35.8510 14.0012 18.7745
166 H -34.8971 14.7895 19.9456
167 H -33.5517 12.9863 18.6773
168 H -34.7626 11.8696 18.9688
169 H -32.7627 12.9621 21.0558
170 H -33.0902 11.4019 20.4194
171 H -35.7949 10.3665 22.5263
172 H -35.4983 10.2160 20.8618
173 H -34.2392 9.7612 21.9924
174 H -32.7721 11.7364 23.2159
175 H -33.6309 13.3340 23.2546
176 H -34.2557 11.8531 24.0163
177 H -37.9921 11.8525 20.8346
178 H -36.8576 11.5895 19.5681
179 H -37.9792 12.9062 19.3558
180 H -36.4545 13.4896 23.5031

Atoms 1-3, force components in eV/Å:
0.2 0.0 -0.1
-0.4 -0.3 1.8
0.8 -0.2 -1.0

Atomic partial charges in e from the Löwdin method, atoms 1 to 5:
1. C -0.270
2. S 0.845
3. O -0.571
4. C -0.256
5. H 0.050